C5H7CuFO3 as an isolated structure. Source: the Open Molecules 2025 dataset; level of theory: the ωB97M-V functional and the def2-TZVPD basis.

Atoms and positions in Å:
C (0.49, 0.94, -1.87)
C (0.61, 0.33, -3.19)
H (0.78, 2.00, -1.75)
H (1.26, 0.53, -1.20)
H (1.59, -0.02, -3.54)
H (-0.16, 0.49, -3.95)
O (-0.82, -0.75, 0.37)
C (0.01, -1.84, 0.14)
C (-1.63, -0.23, -0.67)
O (0.74, -2.12, 1.10)
O (-0.07, -2.42, -0.96)
C (-1.04, 1.02, -1.29)
H (-2.60, 0.01, -0.23)
H (-1.81, -0.98, -1.46)
F (-1.12, 2.04, -0.34)
H (-1.69, 1.33, -2.13)
Cu (0.05, -2.21, -2.98)

Properties
**Charge**: 0
**2S+1**: 2
**⟨S²⟩**: 0.76
**LUMO level (spin up / spin down)**: -1.67 / -2.51 eV

One molecule with the formula C5H7F. Source: the Open Molecules 2025 dataset; level of theory: the ωB97M-V functional and the def2-TZVPD basis.

Atoms and positions in Å:
C (0.45, -0.62, -0.43)
C (0.73, 0.84, -0.51)
C (-0.16, 1.39, 0.60)
C (-0.58, 0.17, 1.36)
C (-0.25, -0.97, 0.80)
H (1.43, -1.21, -0.47)
H (0.42, 1.22, -1.46)
H (1.81, 1.00, -0.33)
H (-1.02, 1.93, 0.30)
H (0.34, 2.17, 1.20)
H (-1.04, 0.25, 2.34)
H (-0.36, -1.90, 1.31)
F (-0.31, -0.93, -1.54)

Properties
**Charge**: 0
**Energy relative to the best compared isomer or geometry (same formula, charge and spin)**: 18.93 kJ/mol
**LUMO level**: 1.12 eV

One molecule with the formula C5H7F2NO3. Source: the Open Molecules 2025 dataset; level of theory: the ωB97M-V functional and the def2-TZVPD basis.

Atoms and positions in Å:
C (-1.82, -0.34, -2.27)
C (-1.04, -0.01, 0.89)
C (1.07, -0.57, 0.41)
C (-0.07, 0.11, -0.36)
C (-0.59, -1.05, -1.69)
N (0.15, -0.77, 1.48)
O (-2.90, -0.51, -1.77)
O (-1.54, 0.53, -3.17)
O (0.19, 1.32, -0.92)
F (-0.85, -2.21, -1.05)
F (0.43, -1.05, -2.56)
H (-1.44, 0.87, 1.50)
H (-1.86, -0.60, 0.72)
H (1.36, -1.43, -0.03)
H (1.90, 0.10, 0.43)
H (0.33, -0.58, 2.45)
H (-0.55, 0.65, -3.28)
H (1.01, 1.56, -1.29)

Properties
**Charge**: 0
**2S+1**: 3
**⟨S²⟩**: 2.01
**LUMO level (spin up / spin down)**: 0.44 / -3.29 eV

C5H7FI2O as an isolated structure. Source: the Open Molecules 2025 dataset; level of theory: the ωB97M-V functional and the def2-TZVPD basis.

Atoms and positions in Å:
C (-1.60, -1.22, -0.14)
C (-1.97, -0.20, -1.16)
C (-0.67, -0.10, -0.40)
C (-0.48, 1.04, 0.60)
C (3.64, -0.07, 0.90)
O (0.48, -0.40, -1.12)
F (3.03, 0.26, 2.07)
I (2.18, -1.14, -0.18)
I (4.39, 1.65, -0.11)
H (-1.92, -1.36, 0.86)
H (-1.33, -2.15, -0.57)
H (-1.85, -0.68, -2.11)
H (-2.71, 0.52, -0.91)
H (-0.11, 1.99, -0.07)
H (0.37, 0.69, 1.25)
H (-1.45, 1.16, 1.09)

Properties
**Charge**: 0
**Energy relative to the best compared isomer or geometry (same formula, charge and spin)**: 337.03 kJ/mol
**LUMO level (spin up / spin down)**: -1.29 / -1.29 eV

Number 1: maximum force 0.059 hartree/bohr. Number 2: maximum force 0.074 hartree/bohr. Number 3: maximum force 0.141 hartree/bohr. Number 4: maximum force 0.061 hartree/bohr.